Model P:
{"formula": "C5H9NO2", "method": "ωB97M-V with the def2-TZVPD basis set", "spin_multiplicity": 1, "homo_lumo_gap_ev": 3.908, "lumo_energy_ev": -4.972, "elements": ["O", "C", "O", "C", "C", "C", "C", "N", "H", "H", "H", "H", "H", "H", "H", "H", "H"], "coordinates": [[2.89, 0.59, -0.53], [2.58, 1.33, 0.45], [1.78, 1.04, 1.37], [-0.20, 0.26, -1.08], [0.01, -0.98, -0.35], [-0.73, -0.95, 1.07], [-2.09, -0.72, 1.06], [-1.57, 0.28, -1.60], [3.25, 2.20, 0.51], [0.54, 0.10, -1.87], [-0.30, -1.84, -0.95], [1.07, -1.10, -0.02], [-0.10, -0.86, 1.98], [-2.58, -0.90, 2.01], [-2.66, -0.84, 0.17], [-1.96, 1.23, -1.87], [0.09, 1.16, -0.35]]}


Model Q:
{"formula": "C5H9NO2", "method": "ωB97M-V with the def2-TZVPD basis set", "spin_multiplicity": 1, "smiles": "CC(=O)O.C=C=NC", "homo_lumo_gap_ev": 9.486, "lumo_energy_ev": 0.669, "elements": ["C", "C", "N", "C", "C", "C", "O", "O", "H", "H", "H", "H", "H", "H", "H", "H", "H"], "coordinates": [[-0.80, -1.64, -1.12], [1.30, 0.56, 1.37], [-0.48, -0.42, -0.39], [1.42, 0.15, -0.33], [-1.23, 0.32, 0.27], [-2.32, 0.94, 0.62], [1.65, 1.33, -0.98], [2.08, -0.83, -0.64], [2.41, 1.24, -1.57], [-1.33, -1.44, -2.05], [-1.34, -2.33, -0.47], [0.15, -2.10, -1.39], [0.57, 0.00, 1.95], [1.21, 1.63, 1.56], [2.26, 0.14, 1.66], [-2.76, 1.67, -0.05], [-2.80, 0.79, 1.57]]}


Model R:
{"formula": "C5H9NO2", "method": "ωB97M-V with the def2-TZVPD basis set", "spin_multiplicity": 1, "smiles": "C/C=C/C.O=C1NO1", "homo_lumo_gap_ev": 9.079, "lumo_energy_ev": -0.155, "elements": ["C", "C", "C", "C", "N", "C", "O", "O", "H", "H", "H", "H", "H", "H", "H", "H", "H"], "coordinates": [[-0.99, -0.42, 0.04], [0.28, -0.80, -0.30], [-1.94, 0.28, -0.86], [1.03, -1.82, 0.52], [0.51, 2.25, -0.10], [1.22, 1.15, 0.31], [0.14, 1.59, 1.17], [2.37, 0.90, 0.53], [1.02, 3.10, 0.13], [-1.35, -0.65, 1.04], [0.56, -0.73, -1.35], [-2.50, -0.47, -1.44], [-1.41, 0.92, -1.58], [-2.65, 0.88, -0.30], [0.70, -2.84, 0.31], [2.10, -1.74, 0.30], [0.91, -1.62, 1.58]]}


Best to worst by energy: model Q, model R, model P.


Model P:
{"formula": "C11H15N", "method": "ωB97M-V with the def2-TZVPD basis set", "spin_multiplicity": 1, "smiles": "Cc1c[nH]c2ccccc12.CC", "homo_lumo_gap_ev": 8.798, "lumo_energy_ev": 0.944, "elements": ["C", "C", "C", "C", "C", "C", "C", "C", "C", "N", "H", "H", "H", "H", "H", "H", "H", "H", "H", "C", "C", "H", "H", "H", "H", "H", "H"], "coordinates": [[2.12, -1.19, -0.49], [-0.52, 1.37, -1.08], [-0.11, 0.02, -1.14], [1.20, -0.01, -0.56], [1.58, 1.27, -0.33], [-1.79, 1.77, -1.50], [-2.61, 0.82, -2.06], [-1.00, -0.93, -1.67], [-2.15, -0.50, -2.28], [0.51, 2.12, -0.57], [0.47, 3.12, -0.64], [-2.07, 2.82, -1.45], [2.46, 1.65, 0.17], [-3.60, 1.08, -2.42], [-0.59, -1.93, -1.71], [2.96, -1.06, -1.17], [1.63, -2.13, -0.74], [-2.73, -1.17, -2.90], [2.57, -1.35, 0.49], [-0.28, -0.21, 2.47], [0.70, -1.23, 3.06], [-0.74, 0.40, 3.25], [0.27, 0.39, 1.75], [-1.13, -0.67, 1.95], [0.25, -1.79, 3.88], [1.59, -0.69, 3.38], [1.00, -1.96, 2.31]]}


Model Q:
{"formula": "C11H15N", "method": "ωB97M-V with the def2-TZVPD basis set", "spin_multiplicity": 1, "smiles": "Cc1c[nH]c2ccccc12.CC", "homo_lumo_gap_ev": 8.970, "lumo_energy_ev": 0.906, "elements": ["C", "C", "C", "C", "C", "C", "C", "C", "C", "N", "H", "H", "H", "H", "H", "H", "H", "H", "H", "C", "C", "H", "H", "H", "H", "H", "H"], "coordinates": [[-2.99, -1.22, 1.31], [0.46, -0.87, 0.01], [-0.35, -1.05, 1.17], [-1.72, -1.25, 0.64], [-1.63, -1.11, -0.68], [1.81, -0.45, 0.08], [2.29, -0.27, 1.37], [0.24, -1.12, 2.44], [1.54, -0.57, 2.54], [-0.25, -1.09, -1.13], [0.06, -0.88, -2.05], [2.36, -0.15, -0.84], [-2.45, -0.91, -1.46], [3.25, 0.24, 1.59], [-0.27, -1.40, 3.36], [-3.45, -0.25, 1.23], [-3.01, -1.27, 2.41], [2.07, -0.66, 3.66], [-3.90, -1.90, 1.06], [0.47, 1.91, -1.45], [1.00, 2.17, -2.85], [-0.53, 1.32, -1.42], [1.18, 1.36, -0.85], [0.34, 2.79, -0.75], [1.37, 1.13, -3.18], [0.17, 2.62, -3.44], [1.93, 2.89, -2.75]]}


Model R:
{"formula": "C11H15N", "method": "ωB97M-V with the def2-TZVPD basis set", "spin_multiplicity": 1, "smiles": "Cc1c[nH]c2ccccc12.CC", "homo_lumo_gap_ev": 8.755, "lumo_energy_ev": 0.952, "elements": ["C", "C", "C", "C", "C", "C", "C", "C", "C", "N", "H", "H", "H", "H", "H", "H", "H", "H", "H", "C", "C", "H", "H", "H", "H", "H", "H"], "coordinates": [[-2.25, -3.23, 0.58], [-0.35, -0.88, -1.60], [-0.55, -1.47, -0.30], [-1.77, -2.24, -0.41], [-2.27, -2.09, -1.67], [1.73, 0.05, -0.84], [0.74, -0.08, -1.82], [1.57, -0.52, 0.42], [0.50, -1.42, 0.59], [-1.46, -1.18, -2.36], [2.53, 0.73, -1.08], [0.93, 0.52, -2.70], [2.36, -0.52, 1.15], [0.54, -2.11, 1.43], [-1.42, -1.14, -3.37], [-3.16, -2.32, -2.23], [-1.60, -3.47, 1.42], [-2.65, -4.18, 0.25], [-3.07, -2.69, 1.13], [1.25, 2.78, 1.29], [1.15, 4.28, 1.50], [0.37, 2.18, 1.54], [1.62, 2.44, 0.34], [2.02, 2.46, 1.99], [0.51, 4.84, 0.80], [0.59, 4.52, 2.41], [2.13, 4.73, 1.53]]}


Best to worst by energy: model P, model R, model Q.


Model P:
{"formula": "C3H5NO2", "method": "ωB97M-V with the def2-TZVPD basis set", "spin_multiplicity": 3, "homo_lumo_gap_ev": [6.453, 9.531], "lumo_energy_ev": [0.863, -1.321], "elements": ["C", "C", "C", "N", "O", "O", "H", "H", "H", "H", "H"], "coordinates": [[0.15, 0.07, -0.08], [-1.35, -0.43, -0.29], [1.16, -0.12, 1.05], [0.02, 0.63, -1.25], [0.59, 1.47, -1.90], [-1.27, 0.14, -1.55], [-1.56, -1.45, -0.34], [-1.99, 0.06, 0.33], [0.76, 0.56, 1.82], [2.22, 0.12, 0.69], [1.28, -1.06, 1.51]]}


Model Q:
{"formula": "C3H5NO2", "method": "ωB97M-V with the def2-TZVPD basis set", "spin_multiplicity": 3, "homo_lumo_gap_ev": [8.250, 8.864], "lumo_energy_ev": [1.026, -1.155], "elements": ["C", "C", "C", "N", "O", "O", "H", "H", "H", "H", "H"], "coordinates": [[2.27, -0.44, 0.28], [-0.48, -0.27, -0.42], [-1.83, -0.28, 0.22], [1.50, 0.79, -0.09], [3.40, -0.58, -0.06], [0.17, 0.79, 0.11], [-0.36, -0.77, -1.33], [-2.34, 0.78, -0.03], [-1.83, -0.49, 1.38], [-2.58, -1.06, -0.23], [2.07, 1.54, 0.15]]}


Model R:
{"formula": "C3H5NO2", "method": "ωB97M-V with the def2-TZVPD basis set", "spin_multiplicity": 3, "homo_lumo_gap_ev": [7.694, 9.168], "lumo_energy_ev": [0.640, -1.647], "elements": ["C", "C", "C", "N", "O", "O", "H", "H", "H", "H", "H"], "coordinates": [[-1.81, -0.25, -1.41], [0.18, 0.76, 0.59], [0.99, -0.47, 0.94], [-2.06, -0.26, -0.20], [-1.63, -0.34, -2.58], [0.80, 1.58, -0.21], [0.63, -1.19, 0.20], [0.60, -0.68, 1.88], [2.10, -0.52, 0.89], [-1.43, 0.11, 0.51], [1.62, 1.27, -0.61]]}


Best to worst by energy: model R, model Q, model P.